1.
Molecular formula: C4H12O2
Method: DFT, the ωB97M-V functional and the def2-TZVPD basis

Cartesian coordinates (Å):
C: -0.80001 -0.06744 -2.34090
C: 0.10879 1.15865 -2.22241
C: -0.67414 2.30992 -1.53069
O: 1.27119 0.82243 -1.46859
H: -1.12479 -0.65969 -1.48542
H: -0.39537 -0.74720 -3.09077
H: -1.73846 0.26513 -2.78453
H: 0.32133 1.45456 -3.24972
H: -0.20774 3.25835 -1.79723
H: -0.91727 2.14415 -0.48116
H: -1.60261 2.31330 -2.10168
H: 1.43557 1.66811 -1.04502
C: 0.57338 -2.40250 4.23864
O: 1.65899 -2.11947 3.36966
H: -0.05411 -3.23473 3.91966
H: 0.83415 -2.81375 5.21382
H: -0.07488 -1.53405 4.35542
H: 1.38597 -1.81571 2.50088

The lowest unoccupied orbital energy comes out at 0.720 eV. Its structure (SMILES) is CC(C)O.CO. The value obtained for the HOMO energy is -10.356 eV.

2.
Molecular formula: C22H23BF4FeNO2S2Se
Method: DFT, the ωB97M-V functional and the def2-TZVPD basis

Cartesian coordinates (Å):
Fe: -0.57967 -0.92536 -1.87042
C: 1.12140 0.34058 -2.21104
C: 0.03715 0.75507 -3.01624
C: -0.32538 -0.33802 -3.85415
C: 0.52507 -1.42257 -3.56035
C: 1.41078 -1.01128 -2.52521
H: 1.57045 0.90531 -1.41101
H: -0.46588 1.70688 -2.97730
H: -1.17529 -0.36948 -4.51754
H: 0.47620 -2.41107 -3.98681
H: 2.15078 -1.62987 -2.04257
O: -0.86926 -0.37844 0.08067
S: -2.22525 0.15028 0.55311
C: -2.00358 0.46452 2.32605
C: -0.72162 1.15285 2.78522
C: 0.40574 0.17635 3.12327
C: 1.75923 0.87022 3.29099
S: 2.60866 0.99503 1.66456
O: 1.46106 1.03543 0.70548
C: 3.21704 -0.68785 1.57221
C: 4.45362 -1.01272 2.11019
C: 4.91677 -2.31503 1.99356
C: 4.15288 -3.26786 1.33148
C: 2.92198 -2.92784 0.78556
C: 2.44672 -1.62884 0.90365
C: -2.36189 1.82688 -0.02767
C: -1.23056 2.57937 -0.30466
C: -1.39345 3.86730 -0.79574
C: -2.66732 4.37942 -1.00813
C: -3.78844 3.60549 -0.73887
C: -3.64001 2.31440 -0.25478
H: -2.11915 -0.51930 2.78758
H: -2.89442 1.04840 2.56722
H: -0.95877 1.74632 3.67263
H: -0.38546 1.85099 2.02143
H: 0.47479 -0.57198 2.33349
H: 0.16464 -0.35458 4.04717
H: 2.42243 0.33873 3.97324
H: 1.64995 1.89584 3.65010
H: 5.05347 -0.25707 2.60490
H: 5.88085 -2.58278 2.40560
H: 4.52395 -4.27924 1.22992
H: 2.33565 -3.66782 0.25586
H: 1.49573 -1.33705 0.47315
H: -0.24716 2.15764 -0.13388
H: -0.52219 4.47204 -1.01391
H: -2.78772 5.38167 -1.39821
H: -4.77876 3.99667 -0.92926
H: -4.50434 1.68108 -0.09471
Se: -0.78061 -3.08751 -1.07242
C: 0.62353 -3.94406 -1.91392
N: 1.52063 -4.44955 -2.43693
F: -2.48518 -0.45662 -2.02531
B: -3.76136 -1.33104 -2.25023
F: -3.55232 -1.92586 -3.46606
F: -4.77404 -0.40660 -2.22382
F: -3.78205 -2.19749 -1.18714

The lowest unoccupied orbital energy (alpha / beta) comes out at -0.621 / -0.419 eV. As for the multiplicity: 2. The value obtained for the HOMO energy (alpha / beta) is -8.522 / -8.740 eV.

3.
Molecular formula: H12O6
Method: DFT, the ωB97M-V functional and the def2-TZVPD basis

Cartesian coordinates (Å):
O: 1.06162 -1.36709 -2.29999
H: 0.69904 -1.11625 -1.45037
H: 0.29613 -1.48261 -2.86294
O: -1.47538 1.46961 1.52533
H: -1.77301 1.89158 2.33131
H: -0.53543 1.64780 1.49413
O: -2.37746 -1.21417 -1.87744
H: -3.02560 -0.68245 -1.41545
H: -2.89387 -1.76229 -2.46830
O: -0.19480 -0.38776 -0.07991
H: -0.87209 0.22250 -0.37161
H: 0.37632 0.13754 0.48055
O: 1.27115 1.74395 1.29268
H: 1.88133 1.56143 2.00725
H: 1.08696 2.68027 1.36766
O: 2.23803 -1.12585 1.15790
H: 1.77651 -1.78148 0.63504
H: 2.46056 -0.43471 0.53417

As for the net charge: +1. The lowest unoccupied orbital energy (alpha / beta) comes out at -3.346 / -11.043 eV. As for the multiplicity: 2. The value obtained for the HOMO energy (alpha / beta) is -15.599 / -15.150 eV.

4.
Molecular formula: C9H15Cl2O3PTiV
Method: DFT, the ωB97M-V functional and the def2-TZVPD basis

Cartesian coordinates (Å):
V: -1.63448 4.27134 1.07467
Ti: 0.49741 -0.06571 -0.20921
Cl: -0.76173 2.66800 2.16719
Cl: 2.24371 0.42523 -1.45411
C: -0.56487 -1.53822 -0.94520
C: -3.44295 4.41549 1.33879
C: -1.67587 3.79802 -0.67853
O: -1.16293 -2.40274 -1.49605
O: -4.58457 4.63212 1.45061
O: -1.61721 3.42914 -1.79039
C: -0.86652 -3.19716 2.35519
C: 0.25835 -2.26026 2.83783
P: 1.24810 -1.53673 1.42571
C: 2.47783 -0.47646 2.32070
C: 3.41070 -1.20306 3.31150
C: 2.18563 -2.93929 0.67994
C: 2.67000 -4.04502 1.62479
H: -1.58288 -2.70842 1.67232
H: -1.44544 -3.62992 3.19296
H: -0.45433 -4.02476 1.76201
H: -0.19123 -1.39288 3.35049
H: 0.91516 -2.77867 3.56590
H: 3.06378 0.05261 1.54991
H: 1.87358 0.25230 2.89058
H: 4.11602 -1.85330 2.79855
H: 3.98452 -0.50827 3.93989
H: 2.86341 -1.84936 3.99732
H: 1.47139 -3.34263 -0.04753
H: 2.98840 -2.46771 0.09009
H: 1.86121 -4.36226 2.30646
H: 2.99585 -4.91050 1.02515
H: 3.51371 -3.67018 2.22165

As for the net charge: +4. The lowest unoccupied orbital energy (alpha / beta) comes out at -18.496 / -18.487 eV. As for the multiplicity: 4. The value obtained for the HOMO energy (alpha / beta) is -23.288 / -24.087 eV.

5.
Molecular formula: H4O2
Method: DFT, the ωB97M-V functional and the def2-TZVPD basis

Cartesian coordinates (Å):
O: -30.47395 -22.16846 -0.07085
H: -30.30640 -22.98442 0.40071
H: -31.42457 -22.06195 -0.03593
O: -29.77253 -22.46429 -1.87199
H: -29.82534 -23.25495 -2.40893
H: -29.93352 -22.76936 -0.97910

The lowest unoccupied orbital energy comes out at 0.565 eV. The value obtained for the HOMO energy is -9.795 eV.

6.
Molecular formula: C37H47N4O3SSiW
Method: DFT, the ωB97M-V functional and the def2-TZVPD basis

Cartesian coordinates (Å):
W: 0.34983 0.01073 -0.56356
O: 1.18081 3.29675 1.78150
C: 1.16962 2.20460 1.31852
N: 0.15655 1.72815 0.37855
C: -0.88673 2.63352 0.02131
C: -1.27049 3.79167 0.68181
C: -2.34969 4.50416 0.17093
C: -3.02192 4.06995 -0.96074
C: -2.63542 2.90841 -1.61868
C: -1.55484 2.20300 -1.10839
N: -1.03080 0.96244 -1.57754
C: -1.41775 0.54233 -2.92999
O: -2.01297 1.23978 -3.67982
C: -0.88853 -0.78343 -3.27712
C: -1.17797 -1.38671 -4.47852
C: -0.50907 -2.56310 -4.78829
C: 0.45110 -3.03475 -3.90445
C: 0.67814 -2.36330 -2.72020
N: -0.02567 -1.26854 -2.38532
C: 2.20593 1.19362 1.57787
C: 3.22070 1.39724 2.48021
C: 4.20682 0.42391 2.57103
C: 4.15692 -0.66376 1.70890
C: 3.10437 -0.78257 0.82247
N: 2.10817 0.11762 0.79948
H: -0.78110 4.12946 1.57767
H: -2.66779 5.40515 0.67853
H: -3.86503 4.63076 -1.34111
H: -3.18214 2.57592 -2.48285
H: -1.89118 -0.92150 -5.14604
H: -0.70902 -3.08325 -5.71625
H: 1.02827 -3.92381 -4.12021
H: 1.42856 -2.70953 -2.03250
H: 3.22406 2.29939 3.07767
H: 5.01581 0.52365 3.28366
H: 4.92673 -1.42381 1.71439
H: 3.05632 -1.60307 0.12577
C: 3.59390 0.71030 -3.73955
S: 2.30551 1.24478 -2.64837
O: 2.10178 -0.06078 -1.75190
C: 3.08384 2.44616 -1.65149
C: 2.41256 3.66103 -1.54278
C: 2.99028 4.67452 -0.78882
C: 4.20784 4.45509 -0.16123
C: 4.86408 3.22601 -0.27318
C: 4.30795 2.20716 -1.02220
H: 4.41295 0.29018 -3.15890
H: 3.91157 1.60030 -4.28520
H: 3.17187 -0.02392 -4.42319
H: 1.46764 3.82054 -2.05114
H: 2.49460 5.63239 -0.70239
H: 4.66299 5.25152 0.41350
H: 5.82205 3.07779 0.20871
H: 4.82088 1.25793 -1.12059
C: -2.18949 -1.49802 3.69280
C: -1.09244 -0.78603 2.87397
C: 0.26456 -1.23113 3.44449
C: -1.22432 0.71296 3.16657
Si: -1.38632 -1.29990 1.01653
C: -0.70287 -3.04617 0.68742
C: 0.79065 -2.79299 0.47776
C: -1.30405 -3.75718 -0.54079
C: -0.84018 -4.05920 1.83826
C: -3.22508 -1.07280 0.47982
C: -3.78283 0.27026 0.98236
C: -3.52628 -1.13868 -1.01903
C: -4.01672 -2.21737 1.15224
H: -1.95104 -1.34353 4.74976
H: -2.24035 -2.57286 3.52877
H: -3.17614 -1.07133 3.52683
H: 0.31952 -0.90168 4.48709
H: 1.11249 -0.78527 2.93269
H: 0.40320 -2.30987 3.45812
H: -1.21729 0.84986 4.25264
H: -2.14099 1.15981 2.79317
H: -0.38727 1.28902 2.79027
H: 1.05167 -1.95682 -0.26230
H: 1.31175 -3.63994 0.01456
H: 1.29897 -2.51847 1.39806
H: -1.37490 -3.15096 -1.43462
H: -2.30320 -4.12607 -0.33153
H: -0.69314 -4.63612 -0.77682
H: -0.41955 -3.73242 2.78458
H: -0.33076 -4.98774 1.55778
H: -1.88719 -4.31514 2.00571
H: -3.18661 1.12935 0.66536
H: -3.88319 0.30262 2.06570
H: -4.78733 0.40371 0.56867
H: -3.21852 -0.22970 -1.52835
H: -4.61187 -1.18958 -1.14621
H: -3.10887 -2.01089 -1.52106
H: -3.84539 -2.31344 2.22026
H: -3.84131 -3.18455 0.68945
H: -5.08019 -1.99382 1.01912

As for the net charge: +3. The lowest unoccupied orbital energy comes out at -10.901 eV. The value obtained for the HOMO energy is -16.667 eV.

ΔE to the lowest compared entry with this formula, charge and spin? In order: 1.146 0.017 1.187 0.528 2.634 0.000 eV.